# C35H24N3O8RuS4

A molecular structure, C35H24N3O8RuS4 in a non-equilibrium geometry (wB97M-V/def2-TZVPD, the Open Molecules 2025 dataset).

```
75
C35H24N3O8RuS4 wB97M-V/def2-TZVPD
Ru 0.1408 -0.5339 0.2188
N -0.8093 3.5889 0.4155
C -0.3803 4.1290 1.6438
C -0.0931 5.4796 1.7488
C 0.3004 6.0162 2.9691
C 0.4354 5.1874 4.0696
C 0.1788 3.8266 3.9471
C -0.2577 3.2860 2.7451
S -0.6744 1.5718 2.6771
N -0.4394 1.3218 0.9983
C -0.5948 2.2556 0.1374
C -0.6197 1.8189 -1.2626
C -0.9297 2.6204 -2.3511
C -0.9315 2.0491 -3.6100
C -0.6129 0.7071 -3.7479
C -0.3242 -0.0334 -2.6195
N -0.3465 0.5216 -1.4001
H -0.7306 4.2126 -0.3688
H -0.1842 6.1138 0.8734
H 0.5138 7.0748 3.0451
H 0.7583 5.5876 5.0223
H 0.3149 3.1673 4.7961
H -1.1827 3.6654 -2.2395
H -1.1752 2.6538 -4.4740
H -0.5903 0.2242 -4.7147
H -0.0606 -1.0827 -2.6442
O 2.1498 -4.0661 -1.5168
S 2.3841 -2.6960 -1.1090
O 3.3485 -2.4786 -0.0735
O 1.0653 -2.0368 -0.8939
C 3.0521 -1.9024 -2.6014
C 3.1663 -2.7427 -3.7073
C 3.6954 -2.3020 -4.9094
C 4.1256 -0.9891 -5.0214
C 4.0063 -0.1421 -3.9320
C 3.4738 -0.5731 -2.7188
S 3.3864 0.7058 -1.4379
O 4.5481 0.5458 -0.6023
O 3.3456 1.9495 -2.1988
O 2.0982 0.4289 -0.7997
H 2.8307 -3.7640 -3.5970
H 3.7674 -2.9853 -5.7478
H 4.5454 -0.6156 -5.9484
H 4.3089 0.8933 -4.0067
O -2.2551 -2.4334 3.3982
C -1.2396 -1.8060 3.0810
O -1.1985 -0.8837 2.1983
C 0.0491 -2.0911 3.8189
C -0.0496 -2.8629 4.9795
C 1.0531 -3.1943 5.7407
C 2.3096 -2.7726 5.3073
C 2.4281 -2.0305 4.1524
C 1.3056 -1.6402 3.3904
S 1.7087 -0.5870 2.0406
H -1.0443 -3.1952 5.2496
H 0.9442 -3.7856 6.6432
H 3.2029 -3.0445 5.8605
H 3.4050 -1.7349 3.7899
C -5.4176 0.4132 -0.8392
C -4.4468 0.9660 0.0225
C -3.2423 0.3422 0.1958
C -2.9027 -0.8596 -0.4778
C -1.6135 -1.4928 -0.3482
C -1.5303 -2.7879 -0.8043
C -2.5800 -3.4198 -1.5097
C -3.7375 -2.7599 -1.7894
C -3.9307 -1.4628 -1.2519
C -5.1624 -0.7848 -1.4416
H -6.3699 0.9111 -0.9840
H -4.6643 1.8693 0.5809
H -2.5471 0.7187 0.9256
H -0.6132 -3.3412 -0.6746
H -2.4234 -4.4327 -1.8651
H -4.5261 -3.2148 -2.3795
H -5.9147 -1.2612 -2.0630
```

Calculated values
- Energy relative to the best compared isomer or geometry (same formula, charge and spin): 106.2 kJ/mol
- Charge: -2
- Spin multiplicity: 2
- Kohn-Sham gap (alpha / beta): 5.425 / 5.344 eV
- HOMO (alpha / beta): -1.5 / -1.4 eV
- LUMO energy (alpha / beta): 3.93 / 3.93 eV